No. 1
Entry from the Open Molecules 2025 dataset: a structure of composition C19H45Li2N3O9 (ωB97M-V/def2-TZVPD).

Geometry as ORCA input:
```
! RIJCOSX wB97M-V def2-TZVPD def2/J DEFGRID3
* xyz 0 1
Li -4.64695 0.33716 -1.30243
Li -2.06284 -2.67936 -2.21215
C -2.53787 -0.74981 -0.90438
O -1.47740 -1.35443 -0.70170
O -2.97588 0.23386 -0.26477
O -3.27765 -1.16458 -1.85325
C 3.37975 -4.15411 0.83817
O 2.40473 -4.65120 1.74909
C 1.08861 -5.07699 1.23605
C 0.26808 -4.01845 0.46314
N -0.34603 -3.01336 1.31992
C 0.59257 -2.25695 2.11911
C -0.09292 -1.39763 3.18528
O 0.95551 -0.75990 3.92071
C 0.64908 0.40133 4.69143
H 4.37215 -4.22686 1.28307
H 3.04323 -3.17309 0.50286
H 3.50842 -4.74744 -0.06709
H 0.56303 -5.60220 2.03355
H 1.30924 -5.89611 0.55161
H -0.56221 -4.48802 -0.06432
H 0.86252 -3.53508 -0.31217
H -0.72874 -2.30253 0.71299
H 1.25665 -1.69092 1.46589
H 1.27151 -2.96448 2.59507
H -0.70657 -2.00777 3.84805
H -0.74634 -0.72138 2.63409
H -0.01543 0.23404 5.53909
H 0.27890 1.14084 3.98138
H 1.55383 0.78661 5.16164
C 4.54480 -1.33279 -2.73389
O 3.75544 -0.99177 -1.56676
C 2.38296 -1.30887 -1.75784
C 1.52497 -0.30421 -2.53550
N 0.22064 -0.77301 -2.89720
C -0.45705 0.13289 -3.76648
C -0.16114 -0.12024 -5.33105
O 0.39967 0.93651 -6.14660
C 1.62731 1.55051 -5.66134
H 4.47742 -2.40766 -2.90183
H 5.61526 -1.18995 -2.58619
H 4.20829 -0.79837 -3.62228
H 1.91194 -1.29809 -0.77492
H 2.19840 -2.35134 -2.01731
H 2.01478 -0.12310 -3.49225
H 1.53710 0.63261 -1.97843
H -0.35324 -0.89962 -2.07579
H -0.27507 1.15787 -3.44335
H -1.53739 0.06395 -3.63914
H -1.15433 -0.32381 -5.73136
H 0.44287 -1.01970 -5.45031
H 1.82402 2.37855 -6.34234
H 2.45373 0.84662 -5.75958
H 1.61500 1.90864 -4.63193
C -5.08777 2.29573 4.13969
O -3.71431 2.23284 3.87608
C -3.38311 2.05301 2.48739
C -1.85926 2.32912 2.26742
N -1.56028 2.56942 0.83676
C -0.13457 2.70251 0.57753
C 0.63452 3.93211 1.19295
O 0.38878 5.15680 0.49077
C -1.00944 5.59095 0.51022
H -5.23149 2.51924 5.19680
H -5.52398 1.32453 3.90605
H -5.53182 3.07783 3.52386
H -3.93732 2.67571 1.78511
H -3.63225 1.00025 2.35429
H -1.32297 1.45254 2.63090
H -1.54661 3.11233 2.95801
H -1.87620 1.71657 0.39753
H 0.01494 2.64549 -0.50066
H 0.23187 1.74211 0.94011
H 1.69264 3.67094 1.20997
H 0.30698 4.14216 2.21114
H -0.97851 6.67878 0.44875
H -1.39876 5.47115 1.52125
H -1.53848 5.04109 -0.26816
*
```

Computed properties:
**HOMO-LUMO gap**: 0.264 hartree
**Relative energy (zero: lowest compared OMol25 entry of this formula, charge and spin)**: 0.0 kcal/mol

=====

No. 2
Entry from the Open Molecules 2025 dataset: a structure of composition C23H38BCoN6O2Se2 (ωB97M-V/def2-TZVPD).

Geometry as ORCA input:
```
! RIJCOSX wB97M-V def2-TZVPD def2/J DEFGRID3
* xyz -1 2
Co -0.40304 -0.35110 0.27168
C -1.11361 1.58050 -2.97260
C -1.73646 2.47331 -1.90118
C -2.23489 3.78114 -2.50590
C -0.76280 2.72909 -0.78321
C -0.18448 3.96193 -0.43376
C 0.71069 3.66092 0.56786
N 0.65738 2.34541 0.79650
N -0.24730 1.75384 -0.02484
B 1.57844 1.52122 1.71912
N 0.74843 0.81558 2.78985
C 0.84601 0.96209 4.11668
C -0.11028 0.16377 4.69773
C -0.76067 -0.46297 3.61946
N -0.23340 -0.05626 2.45978
C -1.95661 -1.35946 3.78005
C -3.24593 -0.53595 3.65565
C -1.98360 -2.54118 2.82993
N 2.38050 0.52696 0.85114
C 3.71347 0.41134 0.81607
C 4.04655 -0.38516 -0.25229
C 2.81884 -0.72663 -0.84909
N 1.80676 -0.18156 -0.16388
C 2.72150 -1.46692 -2.16499
C 1.50288 -1.09341 -3.00283
C 2.88506 -2.98268 -2.00872
H -1.83636 1.36989 -3.76556
H -0.23881 2.06903 -3.41481
H -0.79405 0.62805 -2.55263
H -2.59429 1.94282 -1.49391
H -1.41807 4.33748 -2.97665
H -2.98064 3.57224 -3.27595
H -2.69575 4.42660 -1.75435
H -0.39120 4.92931 -0.85836
H 1.38991 4.28220 1.12845
H 2.35022 2.27056 2.27484
H 1.58125 1.62767 4.53905
H -0.31948 0.02988 5.74714
H -1.88409 -1.74574 4.80141
H -3.36174 -0.19093 2.62299
H -4.11663 -1.14624 3.91268
H -3.22779 0.33788 4.31057
H -1.95106 -2.19298 1.80203
H -1.12206 -3.19880 2.96519
H -2.90003 -3.12120 2.97402
H 4.32309 0.93676 1.53406
H 5.03185 -0.65846 -0.59634
H 3.60433 -1.11634 -2.70955
H 0.57930 -1.46110 -2.55532
H 1.42905 -0.01012 -3.11850
H 1.59013 -1.54138 -3.99725
H 2.07097 -3.40614 -1.42447
H 2.88365 -3.46108 -2.99281
H 3.83032 -3.22079 -1.51415
O -4.47133 -4.63234 0.47201
C -4.21038 -4.26733 -0.88670
C -3.17240 -3.13526 -0.96655
C -3.14023 -2.82515 -2.47196
O -2.16569 -1.92720 -2.95152
C -3.72366 -1.96354 -0.15288
Se -2.79724 -0.24468 -0.25778
C -1.87338 -3.68352 -0.37621
Se -0.21806 -2.64700 -0.30471
H -5.13995 -5.32148 0.47144
H -5.13664 -3.92902 -1.36590
H -3.83196 -5.13333 -1.44137
H -4.14983 -2.47004 -2.73139
H -2.97994 -3.76095 -3.01806
H -2.15132 -1.17326 -2.33345
H -3.81529 -2.25231 0.88976
H -4.73148 -1.73591 -0.51177
H -1.57786 -4.57108 -0.94237
H -2.09219 -4.00942 0.63782
*
```

Computed properties:
**HOMO-LUMO gap (spin up / spin down)**: 0.240 / 0.234 hartree